2 unconnected molecules or ions with the total composition C13H28N3O5 in a non-equilibrium geometry, computed with wB97M-V/def2-TZVPD.

The geometry in XYZ format:
```
49
Properties=species:S:1:pos:R:3:forces:R:3:nbo_charge:R:1
N 5.582093 -0.122102 -2.928452 1.1765 0.2235 0.6486 -0.599
N 3.744321 0.253304 -0.479559 0.7411 -1.3640 0.0987 -0.620
C 6.566651 0.222933 -1.903739 -0.4335 0.0569 -0.1814 -0.414
H 2.577549 -2.602826 -1.952419 0.2002 -0.1460 0.0096 0.185
O -0.045024 -0.368730 2.156837 -0.3985 -0.1960 -0.6879 -0.677
H -0.804331 0.090228 -0.453543 -0.0467 -0.0628 0.0158 0.284
H 4.235473 2.687659 0.590332 -0.0006 0.0553 0.2100 0.226
C 3.815983 -0.941450 -1.344928 -0.1634 0.2120 0.3298 -0.161
H 5.823707 0.061778 -3.891601 -0.1693 -0.0627 0.0847 0.416
C -6.184196 0.273581 0.992101 -1.2133 0.2554 -0.3271 -0.416
H -4.656075 -1.717254 0.006448 -0.0480 0.2982 0.2232 0.238
O 2.783508 1.692385 -1.933696 0.2661 -0.4394 0.0892 -0.623
C 4.368577 -0.659435 -2.761804 -1.0398 0.3572 -0.6641 0.675
H -5.267691 -2.092784 1.628542 0.0675 0.4053 -0.0269 0.239
H -6.408982 1.328973 1.187205 0.2847 -0.2561 0.0281 0.237
C -2.411234 0.891942 0.766465 -0.1191 -0.1256 -0.1251 -0.429
H -3.541489 -1.783363 1.384935 -0.1736 0.2249 -0.0509 0.260
H -6.871570 -0.335871 1.590894 0.3907 0.0442 -0.0613 0.238
H -4.303071 1.848649 0.507866 -0.1935 -0.3307 0.1791 0.234
H 4.531363 -1.622524 -0.886092 0.1525 -0.0218 0.2238 0.223
C -0.865575 -1.054694 1.330753 -1.1046 -1.3039 -0.5794 0.793
H 1.742640 -0.509824 -2.700410 -0.0344 -0.0892 0.0613 0.506
O -1.111978 -2.239322 1.458479 0.6105 0.7127 0.5106 -0.599
H -5.312123 -0.288238 3.372587 0.1001 0.0243 -0.4228 0.242
H 2.600818 2.161227 1.081521 0.0552 0.0619 0.2085 0.220
H 0.333096 -1.027852 2.761681 -0.0241 0.0582 0.0414 0.508
H -4.033337 0.507790 -0.597833 -0.2739 -0.1677 0.3139 0.235
C -4.547767 -1.481886 1.071572 0.4583 -1.1518 -0.1966 -0.435
N -4.771760 -0.037594 1.321166 -0.5730 -0.1771 0.0820 -0.216
H -2.024884 1.799273 0.288881 -0.3621 -0.0316 0.1660 0.256
H -6.390429 0.073712 -0.066413 0.2862 -0.0100 0.2490 0.240
C -3.920769 0.822385 0.446807 1.3343 1.0365 -0.4745 -0.217
H 2.800376 3.413540 -0.167108 0.0702 -0.1708 0.0335 0.248
H 4.081882 0.162078 0.463693 0.0372 -0.0831 -0.0349 0.398
H -2.194275 -0.978225 -0.362015 0.3045 -0.1084 0.2830 0.232
H 6.261662 1.134177 -1.386196 0.1519 -0.0268 0.1073 0.197
C -1.577934 -0.290793 0.221768 0.7354 0.6771 0.4132 -0.529
H -4.658300 1.312748 2.970781 -0.0322 -0.2170 -0.2745 0.238
H 7.535480 0.399322 -2.375392 -0.1895 -0.1034 0.0362 0.223
H 6.672555 -0.590643 -1.184806 0.0685 0.0639 0.0186 0.195
H -3.574499 -0.088621 3.088226 -0.2790 0.0131 -0.2598 0.240
O 3.698013 -0.904136 -3.754477 -0.4528 -0.3883 0.3422 -0.631
C 2.468359 -1.693297 -1.359657 0.2437 0.2479 -0.8306 -0.053
C 3.229385 1.436512 -0.824547 -0.8689 1.4770 -0.9916 0.673
C -4.568707 0.239920 2.763759 0.4179 0.2883 1.0187 -0.423
H 2.212934 -1.983900 -0.340102 -0.0403 0.1256 0.0439 0.170
C 3.218311 2.498016 0.250958 0.0659 -0.0885 -0.0458 -0.709
H -2.245342 1.026852 1.839292 -0.0068 0.0810 -0.1607 0.226
O 1.406611 -0.923617 -1.888761 0.0220 0.1224 0.3260 -0.742
```
Positions in Å, forces in eV/Å.

## Properties
**HOMO**: -11.32 eV
**Total energy**: -1052.4120 Ha
**Net charge**: +1

---

2 unconnected molecules or ions with the total composition C3H4P2S in a non-equilibrium geometry, computed with wB97M-V/def2-TZVPD.

The geometry in XYZ format:
```
10
Properties=species:S:1:pos:R:3:forces:R:3:nbo_charge:R:1
C 0.913322 -0.935979 0.252523 -2.6855 2.6348 0.0111 -0.560
H 1.663517 2.423798 0.035658 -0.7731 -1.8315 -0.2614 0.255
S -0.540744 1.316917 -0.011671 -0.0627 1.1221 0.0832 0.148
H 1.206887 -1.898153 0.300920 1.3954 -3.0198 0.3021 0.218
H 2.764848 -0.017006 0.210114 2.5202 0.0739 0.0398 0.222
P -0.811693 -0.675747 0.302850 1.4943 -0.2973 -0.3535 0.421
C 1.759740 0.172155 0.161223 -1.8062 -0.2542 -0.2020 -0.266
H -4.349253 -1.442773 -1.077790 0.7907 1.2293 1.0238 -0.074
P -3.777504 -0.333961 -0.185413 -0.9435 -1.1427 -1.0104 0.035
C 1.170876 1.390752 0.011588 0.0703 1.4854 0.3672 -0.399
```
Positions in Å, forces in eV/Å.

## Properties
**Energy relative to the best compared isomer or geometry (same formula, charge and spin)**: 0.5942 eV
**HOMO (spin up / spin down)**: -8.13 / -8.36 eV
**Total energy**: -1197.4758 Ha

---

A gas-phase ion, C8H6NO2S2 (charge -1) in a non-equilibrium geometry, computed with wB97M-V/def2-TZVPD.

The geometry in XYZ format:
```
19
Properties=species:S:1:pos:R:3:forces:R:3:nbo_charge:R:1
H -0.387365 -2.058689 2.041226 0.3749 0.3467 0.0006 0.192
H -1.677693 -1.557938 -2.028395 0.0223 -1.0468 0.3397 0.205
H 0.915619 2.172674 0.630903 -0.0611 -0.4539 -1.0673 0.386
C -1.149386 -2.066367 0.095829 0.1354 -0.8252 -0.2907 -0.282
O 1.549027 3.628376 -1.178395 -0.0798 -0.6419 0.1581 -0.760
C 0.336789 2.092471 -2.658862 0.3311 -0.2303 -0.7113 -0.279
C 0.105009 0.487184 -0.180562 0.8630 0.0064 0.3248 0.200
C -0.383236 -1.502336 1.102529 -0.6733 -0.2732 1.2123 -0.212
H -1.647306 -3.054033 0.368010 0.5029 1.4859 -1.0903 0.207
C 0.181136 -0.252258 0.996075 -1.1763 -0.7863 -1.6116 -0.262
C 1.339521 2.215588 -1.448070 -0.5441 -0.1232 -1.1758 0.581
N 0.645964 1.731800 -0.263792 -0.5826 0.7715 1.8774 -0.634
H 2.504366 3.691885 -1.138220 0.3249 -0.0243 -0.2112 0.473
C -0.466288 -0.146337 -1.259209 0.0828 -0.7421 -0.3667 -0.251
H 0.685093 0.235698 1.735153 1.3444 0.7652 2.3817 0.194
S -0.374667 0.486169 -2.873454 -0.1751 1.1152 -0.2520 0.355
S 0.247074 3.095806 -3.962128 -0.0635 -0.1625 0.5029 -0.109
O 2.341253 1.495051 -1.818567 0.4451 0.6228 0.2764 -0.807
C -1.098916 -1.377408 -1.120602 -1.0709 0.1959 -0.2970 -0.196
```
Positions in Å, forces in eV/Å.

## Properties
**Energy relative to the best compared isomer or geometry (same formula, charge and spin)**: 0.0000 eV
**HOMO**: -3.96 eV
**Total energy**: -1310.0923 Ha
**Net charge**: -1
**SMILES string**: [O-][C@]1(O)Nc2ccccc2SC1=S

---

Question: Which value of total energy does entry 3 give?
Answer: -1310.0923 Ha

---

Question: Which of these has the highest total energy?
Answer: C13H28N3O5